[1]
The following is a DFT calculation (ωB97M-V with the def2-TZVPD basis set) of a 2-piece molecular cluster, C4H12O overall at a distorted geometry.

- HOMO (alpha / beta): -0.5754 / -0.5745 Eh
- Multiplicity: 2
- Net charge: +1
- Gap between HOMO and LUMO (alpha / beta): 0.44428 / 0.19928 Ha
- Lowest unoccupied orbital energy (alpha / beta): -3.57 / -10.21 eV
- Relative energy (zero: lowest compared OMol25 entry of this formula, charge and spin): 10.3 kcal/mol

Each line ends with the Mulliken spin population.
Positions of all 17 atoms, in Å:
C (1.01931, -0.11782, 1.60289)  0.056
C (1.84510, 1.06924, 1.01541)  0.132
O (1.56055, -1.30435, 1.06575)  0.706
H (1.23952, -0.33685, 2.64012)  -0.001
H (-0.05604, -0.14994, 1.38567)  0.076
H (1.11495, 1.85091, 0.82658)  0.003
H (1.51127, -1.30239, 0.07826)  -0.013
H (2.40698, 0.77125, 0.13049)  0.002
H (2.58599, 1.33544, 1.76190)  0.019
C (-0.98927, -0.56160, -1.11396)  0.019
C (-2.32079, 0.08490, -1.51963)  0.000
H (-1.03236, -1.62647, -1.26475)  0.002
H (-0.11415, -0.19950, -1.65732)  -0.001
H (-0.87097, -0.34043, -0.05838)  -0.003
H (-2.46540, 1.02769, -0.99838)  0.001
H (-3.17389, -0.55512, -1.32114)  0.000
H (-2.26080, 0.35504, -2.57352)  0.002

---

[2]
The following is a DFT calculation (ωB97M-V with the def2-TZVPD basis set) of a 2-piece molecular cluster, C4H12O2 overall at a distorted geometry.

- HOMO: -0.3755 Eh
- Multiplicity: 1
- Structure (SMILES): CCO.CCO
- Gap between HOMO and LUMO: 0.40164 Ha
- Lowest unoccupied orbital energy: 0.71 eV
- Relative energy (zero: lowest compared OMol25 entry of this formula, charge and spin): 19.8 kcal/mol

Each line ends with the natural charge from an NBO analysis.
Positions of all 18 atoms, in Å:
C (-2.76585, -2.35234, -2.26649)  -0.632
C (-2.44652, -0.94342, -2.77328)  -0.063
O (-2.43939, -0.06702, -1.64680)  -0.726
H (-2.44176, -2.43007, -1.23707)  0.226
H (-2.26464, -3.08616, -2.90713)  0.207
H (-3.81025, -2.60298, -2.45873)  0.210
H (-1.53297, -0.84762, -3.34152)  0.156
H (-3.22769, -0.64892, -3.43732)  0.155
H (-2.64909, 0.80746, -1.97655)  0.466
C (3.22884, 1.85534, 2.92902)  -0.626
C (1.97155, 1.16930, 2.42948)  -0.064
O (2.43232, 0.30085, 1.36861)  -0.732
H (3.99367, 1.11081, 3.06835)  0.219
H (3.10103, 2.45117, 3.83225)  0.208
H (3.56814, 2.58176, 2.18797)  0.207
H (1.57148, 0.54114, 3.22430)  0.158
H (1.20903, 1.83211, 2.03798)  0.164
H (1.66124, 0.11295, 0.81854)  0.467

---

[3]
The following is a DFT calculation (ωB97M-V with the def2-TZVPD basis set) of a 2-piece molecular cluster, C4H12O2 overall at a distorted geometry.

- HOMO: -0.3681 Eh
- Multiplicity: 1
- Structure (SMILES): CC[C@H](C)O.O
- Gap between HOMO and LUMO: 0.40090 Ha
- Lowest unoccupied orbital energy: 0.89 eV
- Relative energy (zero: lowest compared OMol25 entry of this formula, charge and spin): 11.4 kcal/mol

Each line ends with the natural charge from an NBO analysis.
Positions of all 18 atoms, in Å:
C (1.06470, -0.94574, -1.88304)  -0.612
C (-0.11058, -0.65645, -0.95616)  -0.410
C (-0.83732, 0.66251, -1.22458)  0.103
C (-2.21612, 0.74047, -0.59413)  -0.659
O (-0.83910, 0.96098, -2.63669)  -0.724
H (1.41698, -0.01981, -2.33217)  0.218
H (0.77596, -1.59514, -2.70986)  0.212
H (1.91465, -1.38934, -1.37668)  0.205
H (-0.82824, -1.47916, -0.93678)  0.195
H (0.27718, -0.50907, 0.05707)  0.198
H (-0.18978, 1.41243, -0.74757)  0.148
H (-2.35559, 1.60697, 0.00791)  0.223
H (-3.00136, 0.42135, -1.27678)  0.217
H (-2.23312, -0.00607, 0.20453)  0.220
H (-1.67710, 1.40648, -2.77887)  0.466
O (2.64999, -0.27318, 6.66015)  -0.930
H (2.72239, -0.55620, 5.74397)  0.465
H (3.46645, 0.21898, 6.77968)  0.465

---

[4]
The following is a DFT calculation (ωB97M-V with the def2-TZVPD basis set) of a 2-piece molecular cluster, C4H12O2 overall at a distorted geometry.

- HOMO: -0.3746 Eh
- Multiplicity: 1
- Structure (SMILES): CCCCO.O
- Gap between HOMO and LUMO: 0.40638 Ha
- Lowest unoccupied orbital energy: 0.86 eV
- Relative energy (zero: lowest compared OMol25 entry of this formula, charge and spin): 9.4 kcal/mol

Each line ends with the natural charge from an NBO analysis.
Positions of all 18 atoms, in Å:
C (-1.14599, 1.25848, 2.01353)  -0.619
C (-1.20485, 0.84091, 0.53401)  -0.405
C (-0.14159, -0.16070, 0.11993)  -0.413
C (1.27015, 0.38924, 0.17366)  -0.060
O (2.19960, -0.44699, -0.50440)  -0.719
H (-0.24988, 0.83314, 2.47581)  0.200
H (-1.96102, 0.78233, 2.56144)  0.210
H (-1.16231, 2.31778, 2.21434)  0.215
H (-2.17239, 0.44509, 0.22235)  0.207
H (-1.12035, 1.71845, -0.12762)  0.198
H (-0.19808, -1.08133, 0.70227)  0.192
H (-0.30955, -0.47108, -0.91562)  0.200
H (1.58350, 0.54399, 1.20365)  0.157
H (1.33257, 1.36821, -0.30130)  0.170
H (2.58857, -1.07121, 0.11495)  0.466
O (0.54502, -2.23885, -3.66336)  -0.933
H (0.27786, -3.17521, -3.74608)  0.466
H (-0.13127, -1.85224, -3.07756)  0.467

---

[5]
The following is a DFT calculation (ωB97M-V with the def2-TZVPD basis set) of a 2-piece molecular cluster, C4H12O2 overall at a distorted geometry.

- HOMO: -0.3584 Eh
- Multiplicity: 1
- Structure (SMILES): CCOCC.O
- Gap between HOMO and LUMO: 0.38993 Ha
- Lowest unoccupied orbital energy: 0.86 eV
- Relative energy (zero: lowest compared OMol25 entry of this formula, charge and spin): 14.5 kcal/mol

Each line ends with the natural charge from an NBO analysis.
Positions of all 18 atoms, in Å:
C (0.00000, 0.00000, 0.00000)  -0.626
C (-0.96322, -1.02275, 0.63256)  -0.067
O (-1.67747, -0.29633, 1.68142)  -0.549
C (-2.40744, -1.28528, 2.42482)  -0.067
C (-3.28941, -0.59566, 3.43112)  -0.625
H (0.18320, -0.36032, -1.02626)  0.213
H (0.96938, 0.09645, 0.51731)  0.209
H (-0.46978, 0.99641, -0.05558)  0.220
H (-1.74606, -1.30625, -0.09697)  0.164
H (-0.51996, -1.95592, 1.03026)  0.173
H (-3.00314, -1.88450, 1.70961)  0.160
H (-1.76202, -1.98280, 2.99259)  0.160
H (-3.73548, -1.30680, 4.14662)  0.210
H (-4.10321, -0.07180, 2.90207)  0.207
H (-2.70048, 0.14750, 3.99458)  0.217
O (-1.53519, 2.27941, -2.60515)  -0.941
H (-1.96325, 2.56676, -1.76702)  0.472
H (-2.07013, 2.70229, -3.31456)  0.471

---

[6]
The following is a DFT calculation (ωB97M-V with the def2-TZVPD basis set) of a 2-piece molecular cluster, C4H12O2 overall at a distorted geometry.

- HOMO: -0.3755 Eh
- Multiplicity: 1
- Structure (SMILES): CC[C@@H](C)O.O
- Gap between HOMO and LUMO: 0.39941 Ha
- Lowest unoccupied orbital energy: 0.65 eV
- Relative energy (zero: lowest compared OMol25 entry of this formula, charge and spin): 7.6 kcal/mol

Each line ends with the natural charge from an NBO analysis.
Positions of all 18 atoms, in Å:
C (0.09265, -2.38124, 0.69439)  -0.614
C (-0.36925, -1.66723, -0.60692)  -0.415
C (-0.92891, -0.31631, -0.26653)  0.102
C (-1.32925, 0.46124, -1.53979)  -0.630
O (-2.09893, -0.47864, 0.55217)  -0.731
H (0.35712, -3.42500, 0.66465)  0.214
H (0.91219, -1.76019, 1.07564)  0.196
H (-0.69595, -2.18318, 1.42169)  0.222
H (-1.09889, -2.19890, -1.22462)  0.206
H (0.53133, -1.52285, -1.19474)  0.202
H (-0.18127, 0.27688, 0.28027)  0.153
H (-1.47911, 1.52192, -1.40876)  0.206
H (-2.23712, 0.02471, -1.81770)  0.214
H (-0.63687, 0.20119, -2.33541)  0.207
H (-2.20696, 0.34351, 1.04015)  0.468
O (4.09285, 4.11258, 1.49078)  -0.933
H (4.00717, 4.77801, 2.18648)  0.467
H (3.26919, 4.21349, 0.98826)  0.466

---

[7]
The following is a DFT calculation (ωB97M-V with the def2-TZVPD basis set) of a 2-piece molecular cluster, C4H12O2 overall at a distorted geometry.

- HOMO: -0.3505 Eh
- Multiplicity: 1
- Structure (SMILES): COC.COC
- Gap between HOMO and LUMO: 0.38447 Ha
- Lowest unoccupied orbital energy: 0.93 eV
- Relative energy (zero: lowest compared OMol25 entry of this formula, charge and spin): 42.0 kcal/mol

Each line ends with the natural charge from an NBO analysis.
Positions of all 18 atoms, in Å:
C (2.55024, -0.38650, -0.91114)  -0.242
O (1.23362, -0.80281, -0.79059)  -0.550
C (0.97854, -2.05273, -0.21892)  -0.246
H (2.52612, 0.64477, -1.30166)  0.195
H (3.15479, -1.00713, -1.59374)  0.165
H (3.03644, -0.37652, 0.07887)  0.158
H (1.47385, -2.92353, -0.68046)  0.168
H (-0.10534, -2.25069, -0.16783)  0.195
H (1.36302, -1.93263, 0.80790)  0.161
C (-2.85852, 0.93711, 0.07142)  -0.247
O (-2.09659, 2.01084, 0.56421)  -0.555
C (-0.77525, 1.63539, 1.02112)  -0.260
H (-2.69479, 0.00440, 0.63698)  0.162
H (-2.58312, 0.76258, -0.98229)  0.166
H (-3.93052, 1.19272, 0.11717)  0.190
H (-0.82896, 0.92636, 1.86433)  0.164
H (-0.14473, 2.48980, 1.31953)  0.194
H (-0.29880, 1.12859, 0.16510)  0.183